{"formula": "C48H60F15N7O10", "method": "wB97M-V/def2-TZVPD", "elements": ["N", "C", "C", "C", "C", "H", "H", "H", "H", "H", "N", "C", "C", "C", "C", "H", "H", "H", "H", "H", "N", "C", "C", "C", "C", "H", "H", "H", "H", "H", "N", "C", "C", "C", "C", "H", "H", "H", "H", "H", "N", "C", "C", "C", "C", "H", "H", "H", "H", "H", "N", "C", "C", "C", "C", "H", "H", "H", "H", "H", "N", "C", "C", "C", "C", "H", "H", "H", "H", "H", "C", "C", "O", "C", "O", "C", "F", "F", "F", "H", "H", "H", "H", "H", "C", "C", "O", "C", "O", "C", "F", "F", "F", "H", "H", "H", "H", "H", "C", "C", "O", "C", "O", "C", "F", "F", "F", "H", "H", "H", "H", "H", "C", "C", "O", "C", "O", "C", "F", "F", "F", "H", "H", "H", "H", "H", "C", "C", "O", "C", "O", "C", "F", "F", "F", "H", "H", "H", "H", "H"], "xyz": [[2.019, -0.359, -4.212], [0.586, -0.235, -4.185], [0.280, 1.083, -4.411], [1.545, 1.836, -4.451], [2.561, 0.884, -4.325], [2.559, -1.222, -4.092], [-0.034, -1.091, -4.151], [-0.678, 1.557, -4.563], [1.659, 2.846, -4.671], [3.636, 0.961, -4.371], [-2.329, 2.552, 0.818], [-3.560, 2.661, 1.382], [-3.836, 1.456, 2.002], [-2.684, 0.561, 1.876], [-1.786, 1.343, 1.167], [-1.749, 3.361, 0.523], [-4.148, 3.586, 1.209], [-4.741, 1.052, 2.361], [-2.679, -0.473, 1.951], [-0.817, 1.108, 0.824], [-1.727, 3.342, -2.542], [-0.844, 4.275, -3.005], [-1.522, 5.451, -3.290], [-2.900, 5.168, -3.025], [-2.984, 3.896, -2.556], [-1.565, 2.362, -2.292], [0.170, 4.093, -3.128], [-1.182, 6.456, -3.484], [-3.757, 5.764, -3.330], [-3.812, 3.287, -2.214], [1.493, 0.076, -0.910], [0.543, -0.999, -0.904], [0.506, -1.531, 0.336], [1.450, -0.807, 1.098], [2.023, 0.154, 0.327], [1.640, 0.676, -1.699], [-0.017, -1.368, -1.721], [-0.147, -2.211, 0.786], [1.843, -1.078, 2.103], [2.677, 0.960, 0.646], [-3.698, 0.553, -1.399], [-2.656, 0.165, -2.249], [-3.182, -0.215, -3.423], [-4.593, -0.244, -3.289], [-4.910, 0.229, -2.018], [-3.566, 0.896, -0.485], [-1.696, 0.428, -1.918], [-2.628, -0.636, -4.214], [-5.233, -0.611, -4.078], [-5.806, 0.307, -1.371], [-6.199, -1.684, 1.072], [-6.013, -2.033, 2.367], [-6.271, -3.384, 2.545], [-6.796, -3.830, 1.295], [-6.775, -2.735, 0.434], [-5.940, -0.817, 0.661], [-5.570, -1.314, 3.033], [-6.175, -3.971, 3.422], [-6.978, -4.841, 0.941], [-6.908, -2.530, -0.642], [0.968, 4.634, 2.057], [0.199, 5.167, 3.086], [-0.956, 5.655, 2.619], [-1.006, 5.390, 1.201], [0.217, 4.848, 0.922], [1.924, 4.413, 2.121], [0.528, 5.176, 4.092], [-1.763, 6.017, 3.216], [-1.693, 5.578, 0.420], [0.576, 4.399, 0.005], [4.446, 0.957, 3.352], [5.273, 2.179, 2.834], [5.454, 3.179, 3.840], [4.594, 4.214, 3.733], [3.890, 4.471, 2.829], [4.662, 4.998, 5.026], [5.695, 4.592, 5.779], [4.845, 6.345, 4.828], [3.502, 4.785, 5.610], [3.339, 1.068, 3.177], [4.589, 0.708, 4.416], [4.776, 0.092, 2.766], [4.906, 2.602, 1.910], [6.286, 1.861, 2.726], [3.307, -3.901, 1.044], [3.218, -3.828, -0.488], [2.178, -4.789, -0.812], [2.026, -5.064, -2.091], [2.590, -4.547, -3.032], [0.912, -6.132, -2.222], [0.759, -6.892, -1.172], [-0.142, -5.497, -2.529], [1.243, -6.914, -3.221], [2.362, -3.697, 1.593], [4.161, -3.244, 1.332], [3.670, -4.890, 1.338], [4.180, -4.081, -0.919], [2.959, -2.819, -0.866], [5.969, -5.294, -3.749], [5.664, -3.858, -4.228], [5.726, -3.021, -3.038], [5.425, -1.791, -3.124], [4.730, -1.219, -3.929], [5.969, -1.054, -1.892], [5.449, -1.579, -0.742], [7.294, -1.134, -1.799], [5.722, 0.289, -1.833], [6.809, -5.246, -2.970], [6.434, -5.971, -4.561], [5.148, -5.746, -3.211], [4.604, -3.792, -4.595], [6.412, -3.539, -4.948], [-2.315, -4.374, 0.188], [-2.704, -3.351, -0.909], [-2.989, -4.008, -2.159], [-2.496, -3.570, -3.292], [-1.642, -2.679, -3.364], [-3.073, -4.263, -4.472], [-4.380, -4.506, -4.325], [-2.981, -3.396, -5.528], [-2.408, -5.363, -4.856], [-3.112, -5.068, 0.377], [-2.182, -3.848, 1.095], [-1.371, -4.860, -0.010], [-1.927, -2.532, -1.050], [-3.643, -2.841, -0.560], [-2.516, 3.343, 7.164], [-2.362, 3.638, 5.665], [-1.156, 3.002, 5.121], [-1.062, 1.666, 5.262], [-1.892, 0.862, 5.554], [0.410, 1.327, 4.770], [1.361, 1.761, 5.675], [0.647, 0.038, 4.632], [0.673, 1.952, 3.553], [-3.330, 3.840, 7.659], [-1.597, 3.773, 7.569], [-2.678, 2.265, 7.342], [-2.231, 4.688, 5.384], [-3.175, 3.261, 5.051]], "lowdin_charge": [0.023, -0.116, -0.102, -0.085, -0.158, 0.126, 0.072, 0.086, 0.058, 0.098, 0.023, -0.141, -0.110, -0.065, -0.144, 0.110, 0.127, 0.061, 0.071, 0.086, 0.026, -0.150, -0.089, -0.122, -0.154, 0.105, 0.070, 0.089, 0.094, 0.101, 0.067, -0.116, -0.118, -0.138, -0.161, 0.113, 0.066, 0.079, 0.107, 0.109, 0.047, -0.153, -0.118, -0.081, -0.111, 0.063, 0.074, 0.083, 0.094, 0.106, 0.005, -0.155, -0.094, -0.107, -0.152, 0.109, 0.097, 0.079, 0.090, 0.116, 0.066, -0.142, -0.100, -0.108, -0.156, 0.085, 0.105, 0.085, 0.086, 0.107, -0.037, -0.176, 0.030, -0.388, 0.176, -0.527, 0.165, 0.141, 0.197, 0.066, 0.087, 0.070, 0.115, 0.114, -0.056, -0.187, 0.038, -0.375, 0.144, -0.671, 0.209, 0.242, 0.191, 0.083, 0.084, 0.075, 0.111, 0.120, -0.063, -0.154, 0.039, -0.430, 0.144, -0.482, 0.131, 0.171, 0.134, 0.099, 0.107, 0.051, 0.132, 0.130, -0.037, -0.155, 0.048, -0.379, 0.092, -0.516, 0.176, 0.132, 0.176, 0.076, 0.056, 0.064, 0.114, 0.132, -0.049, -0.165, -0.013, -0.382, 0.168, -0.453, 0.110, 0.167, 0.096, 0.071, 0.087, 0.082, 0.116, 0.117], "homo_lumo_gap_ev": 8.495, "smiles": "CCOC(=O)C(F)(F)F.CCOC(=O)C(F)(F)F.CCOC(=O)C(F)(F)F.CCOC(=O)C(F)(F)F.CCOC(=O)C(F)(F)F.c1cc[nH]c1.c1cc[nH]c1.c1cc[nH]c1.c1cc[nH]c1.c1cc[nH]c1.c1cc[nH]c1.c1cc[nH]c1", "fmax_ev_per_a": 4.78}